# 1
{"formula": "C7H14", "method": "ωB97M-V/def2-TZVPD", "e_tot_ha": -275.06710, "max_force_ev_per_a": 1.73, "smiles": "C[C@@H]1[C@H](C)C1(C)C", "de_lowest_kcal_mol": 30.8, "lumo_ev": 1.05, "elements": ["C", "C", "C", "C", "C", "C", "C", "H", "H", "H", "H", "H", "H", "H", "H", "H", "H", "H", "H", "H", "H"], "positions_angstrom": [[1.4061, -1.2360, 1.1595], [-0.0130, -0.7498, 0.8828], [-0.5295, -0.7598, -0.5337], [0.4099, -0.9170, -1.7090], [-0.4776, 0.5491, 0.1846], [0.5172, 1.6346, -0.1064], [-1.8941, 1.0630, 0.4602], [1.5192, -2.3298, 1.0526], [1.7091, -1.0010, 2.1829], [2.1393, -0.7993, 0.4748], [-0.6570, -0.6852, 1.7381], [-1.5254, -1.1514, -0.7358], [-0.0536, -0.4139, -2.5662], [0.5936, -1.9592, -1.9810], [1.3759, -0.4291, -1.5474], [0.3994, 2.4354, 0.6353], [0.3719, 2.0618, -1.1023], [1.5425, 1.2651, -0.0184], [-2.5847, 0.2656, 0.7678], [-1.9658, 1.8752, 1.1938], [-2.2869, 1.4521, -0.4922]]}

# 2
{"formula": "C13H20MnNO4PS5", "method": "ωB97M-V/def2-TZVPD", "multiplicity": 5, "e_tot_ha": -4346.49909, "max_force_ev_per_a": 2.71, "charge": -1, "de_lowest_kcal_mol": 0.0, "lumo_ev": [2.68, 2.72], "elements": ["Mn", "C", "C", "O", "P", "S", "S", "O", "C", "C", "H", "H", "H", "H", "H", "H", "H", "H", "H", "H", "O", "S", "O", "N", "C", "S", "C", "C", "C", "C", "C", "C", "H", "H", "H", "H", "C", "S", "C", "H", "H", "H", "H", "H", "H"], "positions_angstrom": [[10.8687, 11.0698, 6.7712], [8.9012, 5.9304, 8.9274], [10.0174, 6.7537, 9.4964], [9.6033, 8.1053, 9.8747], [9.3336, 9.3322, 8.9001], [10.5186, 10.9052, 9.3005], [9.6893, 8.9393, 6.9701], [7.7804, 9.6801, 9.0637], [7.2426, 9.8313, 10.4679], [7.0686, 11.2761, 10.8132], [9.2233, 4.8760, 8.8632], [8.6057, 6.2642, 7.9410], [7.9721, 5.9672, 9.5398], [10.8701, 6.8745, 8.8083], [10.4079, 6.3362, 10.4265], [7.9895, 9.2935, 11.0977], [6.3055, 9.2339, 10.4666], [8.0758, 11.7101, 10.8259], [6.5693, 11.3489, 11.7910], [6.4242, 11.7209, 10.0609], [16.6508, 9.8388, 6.8381], [15.7607, 10.2044, 5.7719], [15.5359, 9.2501, 4.7028], [14.2012, 10.5231, 6.3712], [14.0051, 11.7865, 6.2310], [12.6225, 12.7417, 6.6696], [15.1148, 12.5868, 5.5735], [15.2109, 13.9572, 5.3046], [16.4184, 14.5165, 4.9026], [17.5156, 13.6870, 4.5931], [17.3656, 12.3286, 4.6824], [16.1915, 11.8131, 5.2458], [14.3217, 14.5662, 5.4837], [16.4963, 15.6284, 4.8991], [18.4232, 14.1736, 4.2831], [18.1398, 11.6097, 4.3620], [9.6691, 13.8058, 5.2212], [9.1044, 12.5350, 6.3715], [8.5924, 13.4477, 7.8350], [8.7605, 14.4375, 5.0907], [9.9656, 13.2843, 4.3166], [10.5269, 14.3214, 5.6348], [9.1050, 14.3876, 8.0289], [8.6712, 12.7118, 8.6675], [7.5314, 13.5913, 7.6006]]}

# 3
{"formula": "C3H3Br3O", "method": "ωB97M-V/def2-TZVPD", "e_tot_ha": -7913.27358, "max_force_ev_per_a": 2.32, "de_lowest_kcal_mol": 51.7, "lumo_ev": 0.23, "elements": ["C", "C", "C", "O", "Br", "Br", "Br", "H", "H", "H"], "positions_angstrom": [[1.1595, -0.4421, -2.8900], [1.6743, -0.9029, -1.7523], [0.4452, 0.7824, 1.5582], [0.9526, -0.3703, 1.4946], [0.5403, -1.5921, -4.1818], [1.8276, -2.6501, -1.1935], [-1.0991, 0.8110, 2.6817], [1.0117, 0.6138, -3.2549], [2.0149, -0.2650, -0.9602], [0.5411, -1.0367, 2.0073]]}

# 4
{"formula": "C2HBrClFO", "method": "ωB97M-V/def2-TZVPD", "e_tot_ha": -3286.00540, "max_force_ev_per_a": 3.12, "de_lowest_kcal_mol": 52.5, "lumo_ev": -2.18, "elements": ["C", "C", "O", "F", "Cl", "Br", "H"], "positions_angstrom": [[-0.9190, -0.1048, 0.3358], [0.5503, -0.0367, 0.1100], [-1.4593, -1.0324, 0.8640], [0.0735, 0.2741, -1.8322], [1.5510, -1.4352, 0.4312], [1.4382, 1.5773, 0.2724], [-1.2347, 0.7576, -0.1812]]}